1.
Computed, not measured: C37H50AsF6LaO5Se as an isolated structure in a non-equilibrium geometry, with the ωB97M-V functional and the def2-TZVPD basis.

Highest occupied orbital energy (alpha / beta)   -5.2751 / -5.0985 eV
Orbital gap (alpha / beta)   7.2565 / 4.4162 eV
LUMO (alpha / beta)   1.98 / -0.68 eV
<S²>   0.76

The geometry in ORCA input format:
```
! RIJCOSX wB97M-V def2-TZVPD def2/J DEFGRID3
* xyz -1 2
La 0.000 0.000 0.000
C -1.813 -3.366 -7.365
C -2.725 -3.562 -6.135
C -3.126 -5.050 -6.018
C -4.020 -2.751 -6.378
C -1.971 -3.130 -4.855
C -2.437 -2.102 -4.010
C -1.734 -1.756 -2.859
Se -2.308 -0.420 -1.608
C -2.299 1.191 -2.664
C -3.073 1.346 -3.813
C -3.075 2.561 -4.525
C -2.267 3.609 -4.037
C -1.488 3.492 -2.860
C -1.539 2.247 -2.174
O -0.895 2.024 -1.019
C -0.659 4.727 -2.408
C 0.344 5.103 -3.524
C -1.610 5.917 -2.147
C 0.163 4.509 -1.116
C -3.931 2.784 -5.793
C -4.764 1.541 -6.188
C -4.919 3.946 -5.547
C -3.012 3.128 -6.985
C -0.590 -2.438 -2.498
O -0.038 -2.081 -1.329
C -0.059 -3.473 -3.309
C -0.775 -3.792 -4.492
C 1.238 -4.227 -2.909
C 1.042 -4.938 -1.551
C 1.648 -5.315 -3.934
C 2.414 -3.228 -2.815
H -2.337 -3.674 -8.295
H -1.524 -2.297 -7.464
H -0.886 -3.972 -7.291
H -3.672 -5.383 -6.928
H -2.241 -5.709 -5.904
H -3.789 -5.203 -5.139
H -4.532 -3.093 -7.304
H -4.735 -2.879 -5.536
H -3.791 -1.672 -6.503
H -3.350 -1.581 -4.222
H -3.683 0.523 -4.125
H -2.261 4.543 -4.577
H -0.167 5.356 -4.476
H 0.945 5.991 -3.231
H 1.039 4.259 -3.718
H -2.188 6.197 -3.051
H -2.332 5.663 -1.340
H -1.038 6.818 -1.832
H 0.902 3.689 -1.247
H 0.738 5.426 -0.859
H -0.499 4.292 -0.251
H -5.472 1.261 -5.378
H -5.366 1.743 -7.101
H -4.101 0.679 -6.409
H -5.591 3.707 -4.694
H -4.392 4.895 -5.317
H -5.548 4.125 -6.446
H -2.301 2.296 -7.177
H -3.612 3.296 -7.907
H -2.426 4.052 -6.800
H -0.424 -4.573 -5.142
H 0.205 -5.667 -1.615
H 1.963 -5.491 -1.262
H 0.821 -4.232 -0.728
H 0.860 -6.094 -4.025
H 1.841 -4.868 -4.934
H 2.582 -5.827 -3.615
H 2.243 -2.447 -2.050
H 3.354 -3.753 -2.540
H 2.570 -2.724 -3.794
C 5.683 -0.407 4.587
O 5.306 0.961 4.681
C 4.219 1.333 3.934
C 3.833 2.659 4.082
C 2.732 3.146 3.380
C 2.005 2.300 2.519
C 0.800 2.813 1.780
C 0.335 4.223 2.038
O 0.198 2.108 0.972
C 2.372 0.948 2.321
O 1.745 0.164 1.534
C 3.495 0.509 3.061
H 6.537 -0.564 5.253
H 6.006 -0.660 3.571
H 4.876 -1.067 4.925
H 4.387 3.313 4.747
H 2.458 4.185 3.515
H 0.198 4.396 3.109
H -0.636 4.374 1.557
H 1.046 4.935 1.613
H 3.780 -0.531 2.917
F 1.146 -1.900 0.763
As 2.031 -3.374 1.352
F 3.068 -3.347 -0.140
F 3.233 -2.313 2.206
F 2.916 -4.848 1.940
F 0.995 -3.402 2.844
F 0.830 -4.436 0.497
H 1.707 0.257 -1.486
*
```

***

2.
Computed, not measured: one molecule with the formula C24H31N3O7S in a non-equilibrium geometry, with the ωB97M-V functional and the def2-TZVPD basis.

Highest occupied orbital energy   -7.9470 eV
Orbital gap   8.4209 eV
LUMO   0.47 eV

The geometry in ORCA input format:
```
! RIJCOSX wB97M-V def2-TZVPD def2/J DEFGRID3
* xyz 0 1
C -2.117 0.576 -2.767
H -1.395 -0.215 -2.547
O -2.353 1.390 -1.641
C -1.274 1.962 -1.012
C 0.026 1.834 -1.482
C 1.096 2.312 -0.739
C 0.864 3.024 0.430
C -0.430 3.213 0.883
C -1.516 2.664 0.177
O -2.736 2.835 0.777
C -3.904 2.885 -0.012
H -3.763 3.504 -0.900
H -4.228 1.887 -0.317
H -4.664 3.337 0.627
O -0.763 3.882 2.025
C 0.279 4.449 2.782
H -0.207 4.941 3.624
H 0.842 5.188 2.204
H 0.966 3.683 3.156
H 1.720 3.389 0.973
C 2.512 1.965 -1.042
O 3.464 2.613 -0.642
N 2.665 0.816 -1.744
H 1.859 0.235 -1.925
C 3.964 0.220 -1.974
C 3.830 -1.297 -1.978
O 3.874 -1.924 -3.019
N 3.648 -1.923 -0.789
C 3.588 -1.321 0.526
H 3.310 -0.271 0.452
C 2.522 -2.054 1.369
N 1.415 -2.491 0.540
S 0.492 -1.180 -0.024
O 0.987 -0.013 0.643
O 0.495 -1.175 -1.469
C -1.186 -1.435 0.552
C -1.611 -0.528 1.504
C -2.921 -0.534 1.967
C -3.787 -1.483 1.439
C -3.356 -2.389 0.487
C -2.047 -2.387 0.017
C -1.608 -3.373 -1.016
H -0.997 -2.883 -1.769
H -1.015 -4.162 -0.554
H -2.469 -3.829 -1.498
H -4.052 -3.113 0.088
H -4.816 -1.510 1.769
C -3.360 0.469 2.984
H -2.798 0.340 3.908
H -3.165 1.474 2.614
H -4.420 0.366 3.202
H -0.906 0.206 1.859
C 1.826 -3.480 -0.446
C 3.317 -3.332 -0.793
H 3.518 -3.723 -1.791
H 3.948 -3.851 -0.066
H 1.621 -4.482 -0.053
H 1.232 -3.312 -1.343
H 2.935 -2.937 1.861
H 2.126 -1.378 2.125
H 4.567 -1.401 1.018
H 4.340 0.508 -2.965
H 4.663 0.591 -1.218
H 0.205 1.329 -2.415
H -1.768 1.165 -3.621
H -3.083 0.133 -3.008
*
```